1.
Below is a molecular structure, C12H14Cl5O3Pt, with properties calculated with ωB97M-V with the def2-TZVPD basis set.

Element x y z (Å)
Pt 0.707 -0.115 -0.103
Cl 2.936 4.370 3.856
Cl 0.009 3.493 4.440
Cl 4.460 3.119 1.365
Cl 2.801 0.879 -0.404
Cl -1.401 1.376 2.654
O -1.756 -0.684 -1.982
O 0.918 -1.177 -2.098
O -0.909 -1.258 0.520
C 0.875 2.764 3.157
C -2.402 -0.039 -0.908
C 2.890 2.625 1.815
C -0.716 -1.983 1.757
C -0.993 0.130 -2.849
C 0.255 1.771 2.379
C 0.963 1.160 1.365
C 0.205 -0.689 -3.258
C 2.185 3.174 2.893
C 2.230 1.650 1.114
C -2.313 -0.983 0.256
C 0.846 -2.610 -1.959
H 0.903 -0.084 -3.839
H 1.244 -3.083 -2.856
H 1.467 -2.877 -1.107
H -0.103 -1.543 -3.861
H -1.565 0.426 -3.733
H -0.856 -1.315 2.605
H -2.764 -1.945 0.008
H -1.900 0.904 -0.658
H -3.450 0.177 -1.133
H -0.186 -2.917 -1.788
H -0.668 1.041 -2.332
H 0.292 -2.385 1.738
H -2.763 -0.576 1.160
H -1.439 -2.797 1.784

total energy: -3111.339553 Eh
frontier orbital gap: 8.41 eV
HOMO level: -12.1 eV
energy above the lowest of the compared OMol25 structures with the same formula, charge and spin: 0.00 kcal/mol
total charge: +1

Atomic partial charges in e from the Mulliken method, atoms 1 to 5: 0.898, -0.147, -0.145, -0.156, -0.193

---

2.
Below is 2 unconnected molecules or ions with the total composition C5H13N at a distorted geometry, with properties calculated with ωB97M-V with the def2-TZVPD basis set.

Element x y z (Å)
N 0.273 -0.203 -3.497
C -0.111 1.555 3.098
C -0.101 2.249 4.374
C -0.998 -2.277 -2.716
C 0.246 -1.681 -3.376
C 0.894 0.667 2.733
H -1.261 -2.112 -1.672
H -1.071 2.659 4.651
H -0.392 0.229 -2.853
H 0.325 -2.164 -4.342
H -1.804 -2.108 -3.440
H 0.090 1.636 5.267
H -0.863 -3.369 -2.720
H 1.750 0.485 3.372
H 0.768 2.917 4.531
H -0.110 0.063 -4.386
H -0.911 1.827 2.417
H 0.936 0.249 1.738
H 1.042 -1.869 -2.654

total energy: -252.646736 Eh
frontier orbital gap (alpha / beta): 5.64 / 1.92 eV
HOMO level (alpha / beta): -11.3 / -11.3 eV
energy above the lowest of the compared OMol25 structures with the same formula, charge and spin: 66.71 kcal/mol
total charge: +1
spin multiplicity: 2
expectation value of S²: 0.753

Atomic partial charges in e from the Mulliken method, atoms 1 to 5: -0.614, 0.398, -1.001, -1.045, -0.298

---

3.
Below is a gas-phase ion, C5H10ClO3P2 (charge +1) at a distorted geometry, with properties calculated with ωB97M-V with the def2-TZVPD basis set.

Element x y z (Å)
Cl -0.581 -2.004 -1.446
P -1.365 -1.068 0.118
P -2.480 1.859 0.245
O -0.389 0.035 0.643
O -1.430 -2.140 1.287
O -2.181 2.296 -1.064
C 1.918 -0.197 -0.039
C -2.956 -0.098 0.011
C 1.640 0.809 -1.149
C 2.867 0.900 -0.282
C 0.992 -0.029 1.157
H 2.891 1.809 0.272
H 2.075 -1.296 -0.304
H 0.995 0.865 1.609
H 3.773 0.578 -0.918
H 1.656 0.420 -2.114
H -2.240 -2.688 1.453
H -3.614 -0.445 0.682
H 0.835 1.398 -1.069
H -3.333 -0.228 -0.926
H 0.928 -0.777 1.832

total energy: -1564.867055 Eh
frontier orbital gap: 9.17 eV
HOMO level: -13.8 eV
energy above the lowest of the compared OMol25 structures with the same formula, charge and spin: 22.49 kcal/mol
total charge: +1

Atomic partial charges in e from the Mulliken method, atoms 1 to 5: -0.115, 0.961, 0.461, -0.221, -0.497

---

4.
Below is a single C3H5FN2 molecule at a distorted geometry, with properties calculated with ωB97M-V with the def2-TZVPD basis set.

Element x y z (Å)
F 2.325 -1.050 0.229
N -2.213 -0.210 0.067
N -0.994 0.287 0.143
C 1.258 -0.080 0.031
C 1.561 1.214 -0.136
C -0.094 -0.625 -0.245
H -2.661 0.213 0.893
H 2.570 1.498 0.071
H -2.113 -1.396 -0.231
H -0.326 -1.724 -0.786
H 0.687 1.872 -0.036

total energy: -326.539061 Eh
frontier orbital gap: 8.77 eV
HOMO level: -8.4 eV
SMILES string: C=C(F)/C=N/N
energy above the lowest of the compared OMol25 structures with the same formula, charge and spin: 82.21 kcal/mol

Atomic partial charges in e from the Mulliken method, atoms 1 to 5: -0.293, -0.493, -0.100, 0.277, -0.716

---

5.
Below is a single C3H5NO2 molecule at a distorted geometry, with properties calculated with ωB97M-V with the def2-TZVPD basis set.

Element x y z (Å)
O -0.866 -1.428 0.017
O -1.559 1.064 -1.074
N -0.008 1.687 0.467
C -0.018 -0.541 -0.640
C 0.649 -1.399 0.310
C -0.562 0.835 -0.428
H 0.107 -0.791 -1.682
H 0.682 1.349 1.104
H 1.328 -2.186 -0.055
H -0.476 2.563 0.658
H 0.906 -1.075 1.313

total energy: -322.501190 Eh
frontier orbital gap: 10.62 eV
HOMO level: -9.9 eV
SMILES string: NC(=O)[C@H]1CO1
energy above the lowest of the compared OMol25 structures with the same formula, charge and spin: 45.90 kcal/mol

Atomic partial charges in e from the Mulliken method, atoms 1 to 5: -0.382, -0.565, -0.370, 0.142, -0.406

---

6.
Below is a molecular structure, C50H33N10O10Y at a distorted geometry, with properties calculated with ωB97M-V with the def2-TZVPD basis set.

Element x y z (Å)
Y 0.005 0.835 0.669
O 3.840 -5.792 2.200
O 3.310 -0.039 3.791
O 1.739 -0.021 -0.936
O -0.335 -0.120 -1.599
O 4.276 -1.786 4.648
O 1.248 -0.304 2.267
O -1.204 -0.981 1.293
O -0.994 -3.824 -2.190
O -1.795 -3.097 1.479
O 1.872 -6.433 1.737
N 1.453 2.339 3.564
N 3.488 -1.208 3.853
N -2.938 0.917 2.604
N 1.457 2.702 1.220
N 2.646 -5.560 2.069
N -0.687 1.815 2.689
N -2.258 1.561 0.412
N -2.446 2.148 -1.922
N -0.179 2.617 -1.020
N 2.055 3.570 -0.943
C 5.737 4.549 1.424
C 0.938 3.214 -1.586
C 1.010 4.310 -5.196
C -0.407 0.766 7.184
C 0.902 -0.206 -1.835
C -1.164 3.450 -4.508
C -6.744 0.181 0.212
C -1.755 1.227 3.224
C -0.952 -2.205 1.488
C -3.127 -2.559 -2.618
C 1.689 -1.265 -5.912
C 0.361 1.380 6.186
C 3.418 3.290 2.318
C -2.005 -2.942 -1.668
C 1.561 -1.936 -3.521
C 2.126 -4.252 2.378
C -6.502 0.373 -1.118
C -0.365 4.023 -5.457
C 2.628 -2.080 3.054
C 5.478 4.270 2.770
C 2.321 3.322 0.304
C -0.409 -6.139 -2.652
C 1.439 -1.565 2.386
C 1.314 0.370 -4.218
C -0.652 3.169 -3.240
C -4.247 1.101 -0.647
C -1.125 2.574 -1.997
C 0.866 -3.871 1.958
C 4.712 4.320 0.540
C 4.427 3.505 3.252
C -4.472 0.866 0.699
C -2.158 0.147 5.587
C -1.611 0.175 6.862
C 3.018 -3.360 3.007
C -2.879 1.659 -0.831
C 0.652 3.592 -2.942
C 1.850 -2.233 -4.881
C -0.244 1.538 4.970
C 3.567 3.721 1.041
C 1.368 -0.592 -3.206
C -3.119 1.129 1.331
C -1.494 0.962 4.657
C -5.264 0.818 -1.594
C -5.738 0.407 1.135
C 2.081 2.665 2.393
C 0.220 2.018 3.675
C -1.547 -5.110 -2.427
C 1.488 0.072 -5.513
C 0.446 -2.545 1.954
C 1.507 4.200 -3.898
H 0.110 -5.956 -3.604
H 6.338 4.633 3.397
H 2.574 4.362 -3.632
H 4.688 4.480 -0.538
H 0.204 -4.649 1.490
H 1.839 -3.310 -5.120
H -1.473 -2.085 -1.340
H -5.784 0.219 2.214
H 4.445 3.276 4.311
H -4.027 -3.224 -2.627
H 0.350 -6.059 -1.869
H -5.158 0.962 -2.671
H -2.402 -3.428 -0.805
H 3.952 -3.738 3.351
H 1.571 -1.598 -6.896
H -2.153 -0.422 7.574
H -2.147 -5.491 -1.579
H 6.741 4.942 1.213
H 0.051 0.746 8.211
H -2.827 -2.322 -3.626
H -2.166 3.234 -4.745
H -3.537 -1.611 -2.276
H -7.720 -0.196 0.544
H -3.095 -0.374 5.470
H 1.748 4.592 -5.967
H -0.736 4.203 -6.431
H 1.296 0.756 -6.326
H -7.324 0.089 -1.812
H 1.534 -2.770 -2.807
H 1.343 1.789 6.361
H -2.224 -5.106 -3.291
H 1.125 1.372 -3.994
H -0.833 -7.152 -2.589

total energy: -3263.671652 Eh
frontier orbital gap (alpha / beta): 4.99 / 4.91 eV
HOMO level (alpha / beta): -1.9 / -1.8 eV
energy above the lowest of the compared OMol25 structures with the same formula, charge and spin: 15.10 kcal/mol
total charge: -2

Atomic partial charges in e from the Mulliken method, atoms 1 to 5: -0.253, -0.679, -0.543, -0.758, -0.381

---

7.
Below is a molecular structure, C6H10O at a distorted geometry, with properties calculated with ωB97M-V with the def2-TZVPD basis set.

Element x y z (Å)
O 1.768 -0.256 1.565
C -0.349 -0.680 0.020
C 1.847 0.383 -1.136
C -1.155 1.907 0.407
C -0.404 0.660 0.212
C 0.897 0.102 -0.027
C -0.918 -2.023 0.108
H -0.768 -2.466 -0.791
H 2.473 1.113 -0.888
H 2.556 -0.361 -1.386
H -1.739 2.047 -0.391
H -1.891 1.903 1.247
H -2.028 -2.080 0.136
H 1.141 0.582 -1.955
H -0.381 -2.654 0.874
H 1.325 0.342 2.199
H -0.494 2.754 0.475

total energy: -309.704281 Eh
frontier orbital gap: 9.44 eV
HOMO level: -8.7 eV
energy above the lowest of the compared OMol25 structures with the same formula, charge and spin: 86.65 kcal/mol

Atomic partial charges in e from the Mulliken method, atoms 1 to 5: -0.697, 0.616, -1.406, -1.364, 0.011

---

8.
Below is 2 unconnected molecules or ions with the total composition C4H11N2O, with properties calculated with ωB97M-V with the def2-TZVPD basis set.

Element x y z (Å)
O -0.390 1.160 0.857
N 1.247 1.730 -1.783
N 1.005 -0.507 -1.192
C -1.189 0.859 1.717
C 0.211 -1.738 -1.177
C -0.967 -0.244 2.698
C 0.548 0.626 -1.638
H -1.506 -1.126 2.353
H -0.674 -1.608 -1.794
H -2.186 1.319 1.655
H 0.792 -2.546 -1.611
H -1.351 0.019 3.686
H 0.749 2.557 -2.060
H -0.510 0.692 -1.854
H -0.091 -1.951 -0.155
H 0.086 -0.468 2.862
H 1.996 -0.551 -0.991
H 2.230 1.777 -1.574

total energy: -343.522139 Eh
frontier orbital gap: 10.44 eV
HOMO level: -13.5 eV
energy above the lowest of the compared OMol25 structures with the same formula, charge and spin: 26.37 kcal/mol
total charge: +1

Atomic partial charges in e from the Mulliken method, atoms 1 to 5: -0.443, -0.294, -0.129, 0.141, -0.743